This record from the OMol25 dataset describes a 11-piece molecular cluster, C21H61NO13P2S overall. The level of theory is ωB97M-V/def2-TZVPD.

Last column: Löwdin charge in e.
Geometry (Å):
C1 5.159 -2.537 0.653  -0.0091
C2 4.913 -4.188 0.555  -0.2964
O1 5.245 -5.012 1.566  -0.0242
O2 4.347 -4.683 -0.710  -0.1252
C3 2.985 -5.213 -0.548  -0.1851
C4 2.013 -4.349 0.451  -0.1823
C5 1.726 -2.798 -0.053  -0.2320
C6 1.311 -1.842 1.232  -0.3053
P1 0.123 -0.406 0.786  0.5743
C7 -1.042 -0.617 -0.730  -0.2749
C8 -0.259 -0.676 -2.169  -0.2714
O3 -0.582 0.224 -3.122  -0.1380
N1 -1.185 -1.157 1.803  -0.1921
C9 -1.151 -0.383 2.968  -0.7069
S1 -1.376 0.245 4.540  0.6144
P2 1.586 0.601 -0.483  0.7186
C10 3.187 1.054 0.470  -0.3416
C11 0.782 2.318 -0.911  -0.3261
H1 6.128 -2.272 1.284  0.1125
H2 5.144 -2.014 -0.402  0.1012
H3 4.230 -2.118 1.252  0.0659
H4 2.493 -5.197 -1.635  0.1468
H5 2.933 -6.339 -0.201  0.1376
H6 0.948 -4.888 0.421  0.1302
H7 2.335 -4.399 1.600  0.1305
H8 2.603 -2.342 -0.697  0.1061
H9 0.750 -2.870 -0.737  0.0994
H10 2.235 -1.364 1.778  0.0611
H11 0.710 -2.543 1.988  0.1039
H12 0.055 0.787 1.626  0.0193
H13 -1.643 -1.608 -0.558  0.1027
H14 -1.789 0.301 -0.713  0.1135
H15 0.581 -1.485 -2.421  0.1163
H16 2.886 1.773 1.370  0.0518
H17 3.960 1.630 -0.206  0.0583
H18 3.750 0.132 0.921  0.0180
H19 -0.377 2.191 -0.663  0.0409
H20 0.925 2.596 -2.040  0.0637
H21 1.221 3.100 -0.158  0.0528
C12 3.680 1.032 4.431  -0.1611
O4 3.133 0.069 3.548  -0.1700
H22 4.755 1.109 4.251  0.0870
H23 3.211 2.002 4.248  0.0602
H24 3.506 0.721 5.464  0.0726
H25 2.180 0.023 3.731  0.0646
C13 -3.099 -0.388 -6.129  -0.1618
O5 -2.594 -1.587 -5.569  -0.1378
H26 -3.827 -0.637 -6.904  0.0798
H27 -3.586 0.202 -5.349  0.0616
H28 -2.278 0.181 -6.572  0.0790
H29 -1.951 -1.334 -4.885  0.0556
C14 -5.521 0.481 -2.791  -0.1393
O6 -4.771 1.671 -2.951  -0.1409
H30 -6.489 0.601 -3.284  0.0831
H31 -4.984 -0.354 -3.248  0.0728
H32 -5.678 0.288 -1.727  0.0806
H33 -3.919 1.534 -2.504  0.0827
C15 5.017 -1.897 6.357  -0.1600
O7 5.767 -0.707 6.197  -0.1396
H34 4.049 -1.776 5.865  0.0719
H35 5.554 -2.731 5.901  0.0784
H36 4.860 -2.090 7.422  0.0761
H37 6.619 -0.844 6.645  0.0841
C16 8.017 -4.211 -1.543  -0.1677
O8 8.767 -3.021 -1.703  -0.1331
H38 7.049 -4.091 -2.035  0.0770
H39 8.554 -5.046 -1.999  0.0783
H40 7.860 -4.404 -0.478  0.0731
H41 9.619 -3.158 -1.255  0.0820
C17 -6.259 4.585 -4.073  -0.1457
O9 -5.515 4.549 -2.869  -0.1485
H42 -6.391 5.626 -4.378  0.0820
H43 -5.717 4.046 -4.854  0.0802
H44 -7.238 4.128 -3.912  0.0617
H45 -5.414 3.614 -2.624  0.0461
C18 -1.692 4.835 -1.713  -0.1613
O10 -2.902 4.101 -1.734  -0.1385
H46 -1.005 4.367 -1.004  0.0459
H47 -1.243 4.828 -2.709  0.0809
H48 -1.893 5.862 -1.399  0.0787
H49 -3.491 4.540 -2.372  0.0513
C19 -10.205 3.281 -4.833  -0.1671
O11 -9.576 4.531 -5.049  -0.1384
H50 -9.799 2.830 -3.925  0.0772
H51 -11.281 3.430 -4.714  0.0746
H52 -10.010 2.622 -5.683  0.0760
H53 -9.956 4.907 -5.861  0.0846
C20 -4.875 -2.632 2.140  -0.1653
O12 -4.126 -1.441 1.980  -0.1584
H54 -5.843 -2.511 1.647  0.0784
H55 -4.338 -3.466 1.683  0.0744
H56 -5.032 -2.824 3.204  0.0752
H57 -3.273 -1.578 2.427  0.0142
C21 2.888 3.952 6.716  -0.1436
O13 2.342 2.989 5.834  -0.1665
H58 3.963 4.029 6.537  0.0856
H59 2.419 4.922 6.534  0.0772
H60 2.714 3.641 7.749  0.0783
H61 1.388 2.943 6.016  0.0923

Forces on the atoms, in the same order (eV/Å):
-0.6 -0.5 0.2
1.8 -3.0 4.0
-2.4 5.2 -6.7
-0.2 1.0 3.3
-2.1 -0.6 -0.2
-0.8 -0.1 0.1
-0.7 -0.1 -0.1
0.2 -1.4 0.5
0.8 0.0 -0.5
-0.3 -0.3 -1.1
-1.2 4.1 -3.6
1.6 -5.2 5.2
-0.1 5.5 8.7
-2.0 -4.4 -2.4
0.9 -1.6 -4.8
1.8 1.3 -1.8
0.5 0.9 1.2
-0.8 -0.2 1.0
-2.1 -0.9 -1.5
0.2 -1.3 2.1
1.9 -1.0 -1.1
1.3 0.1 2.3
0.6 2.3 -0.5
2.4 1.0 0.1
-0.3 0.2 -2.6
-1.8 -1.0 1.4
2.3 0.2 1.3
-1.7 -1.0 -1.0
1.5 1.6 -1.6
0.0 -0.5 -0.3
1.1 1.9 -0.3
1.5 -2.0 -0.2
-2.1 1.6 0.7
0.8 -1.5 -1.7
-1.8 -1.1 1.1
-1.3 1.7 -0.9
2.4 0.5 -0.7
-0.3 -0.5 2.3
-0.8 -1.2 -1.6
0.1 0.3 0.0
-0.7 -0.8 -0.4
-0.2 -0.2 0.0
0.3 -0.3 0.1
0.2 0.3 0.0
0.5 0.0 0.0
0.1 0.1 0.2
0.3 -0.3 0.4
0.1 -0.1 0.1
-0.1 0.2 -0.2
-0.2 0.2 -0.1
-0.3 -0.1 -0.4
0.1 -0.1 0.1
0.4 0.2 0.1
0.2 0.1 0.0
-0.2 -0.2 0.0
-0.1 -0.2 0.0
-0.3 0.4 -0.3
0.1 -0.1 0.1
0.6 0.2 0.2
0.2 0.1 0.0
-0.2 -0.2 0.0
-0.2 -0.2 0.0
-0.5 0.2 -0.3
0.1 -0.1 0.1
0.5 0.3 0.2
0.2 0.1 0.1
-0.2 -0.2 0.0
-0.2 -0.2 0.0
-0.5 0.2 -0.3
0.0 -0.2 0.1
0.3 0.0 0.4
0.0 -0.1 0.1
-0.2 0.0 -0.2
0.0 0.1 -0.3
0.0 0.1 -0.1
-0.2 0.0 -0.1
-0.1 -0.1 -0.1
-0.2 0.1 -0.1
0.3 0.1 0.1
0.2 0.1 0.0
-0.1 -0.2 0.3
-0.1 0.1 -0.2
0.0 0.4 -0.4
0.0 0.2 -0.1
0.0 -0.3 0.1
-0.1 -0.2 0.1
0.3 -0.1 0.5
0.2 0.1 0.1
0.2 0.1 0.2
0.2 0.0 0.1
-0.2 -0.2 0.0
-0.2 -0.2 0.0
-0.4 0.1 -0.4
-0.2 0.1 0.1
-0.8 0.2 0.3
-0.2 -0.1 0.0
0.2 0.1 0.2
0.2 0.2 0.1
0.5 0.0 -0.2

For the electronic energy, the calculation gives -80272.5466 eV. The calculation puts the HOMO-LUMO gap at 6.741 eV. Its SMILES is CC(=O)OCCCC[PH](CC=O)(N=C=S)P(C)C.CO.CO.CO.CO.CO.CO.CO.CO.CO.CO. The value obtained for the HOMO energy is -7.89 eV.

***

This record from the OMol25 dataset describes C6H11NO3 as an isolated structure. The level of theory is ωB97M-V/def2-TZVPD.

Last column: Löwdin charge in e.
Geometry (Å):
C1 -0.286 0.304 0.581  -0.3499
C2 0.655 -0.871 1.300  -0.0888
C3 1.936 -0.677 0.630  -0.1966
C4 1.722 -0.479 -0.846  -0.1753
C5 0.629 0.438 -0.872  -0.3620
C6 -1.416 -0.471 -0.025  -0.4381
H1 -0.629 1.097 1.914  0.1111
H2 -1.780 1.612 0.894  0.1427
H3 0.189 -1.807 1.294  0.0784
H4 0.813 -0.798 2.473  0.1628
H5 2.480 -1.550 0.599  0.0870
H6 2.566 0.157 1.149  0.1729
H7 2.492 -0.154 -1.458  0.1140
H8 1.542 -1.231 -1.571  0.1191
H9 0.126 0.258 -1.850  0.1586
H10 0.551 1.832 0.308  0.1780
H11 -0.371 -2.100 -0.232  0.1756
N1 -0.746 1.545 1.019  0.1208
O1 0.975 1.807 -0.850  -0.1080
O2 -1.209 -1.603 -0.658  0.0880
O3 -2.540 0.097 -0.399  0.0097

Forces on the atoms, in the same order (eV/Å):
-0.1 -7.0 -5.1
-0.7 4.2 3.8
2.9 0.5 -0.2
0.0 0.1 1.1
-2.5 3.5 -1.8
-5.8 3.3 -3.8
-0.5 2.1 2.4
0.9 0.0 -0.7
-0.7 -1.4 -0.6
-0.5 0.5 -2.2
1.8 -2.1 1.2
-1.2 -1.4 -1.3
2.3 1.9 -0.2
-1.0 -2.5 0.6
-0.9 0.2 0.9
1.4 2.7 -4.2
-2.7 1.6 -1.7
0.6 -0.4 2.6
-1.1 -0.9 4.7
3.1 -3.1 1.9
4.6 -1.8 2.8

The calculation puts the energy relative to the best compared isomer or geometry (same formula, charge and spin) at 627.2 kJ/mol. For the electronic energy, the calculation gives -14027.7783 eV. The calculation puts the HOMO-LUMO gap at 9.685 eV. The value obtained for the HOMO energy is -9.44 eV.

***

This record from the OMol25 dataset describes a 2-piece molecular cluster, C4H10N2 overall. The level of theory is ωB97M-V/def2-TZVPD.

Last column: Löwdin charge in e.
Geometry (Å):
C1 -3.313 2.621 0.773  -0.0538
C2 -2.418 3.687 1.100  -0.2889
N1 -2.648 4.456 2.159  0.0561
H1 -4.041 2.110 1.503  0.0530
H2 -3.318 2.320 -0.288  0.0151
H3 -1.616 3.965 0.453  0.0900
H4 -3.458 4.538 2.669  0.0738
H5 -2.020 5.173 2.222  0.0548
C3 3.733 -3.754 -2.193  -0.0793
N2 2.515 -3.611 -1.774  -0.1263
C4 2.106 -3.486 -0.381  -0.1634
H6 4.050 -3.303 -3.192  0.0775
H7 4.521 -4.323 -1.772  0.0404
H8 1.610 -2.523 -0.279  0.0676
H9 3.030 -3.775 0.180  0.0598
H10 1.527 -4.507 0.009  0.1236

Forces on the atoms, in the same order (eV/Å):
1.7 1.5 0.4
-4.7 -4.4 -1.5
1.9 -0.3 0.1
1.1 1.4 -1.2
0.2 -0.4 0.9
0.3 0.2 -0.4
-2.0 -0.2 0.9
1.5 2.2 0.8
-2.8 0.8 -1.1
1.8 1.8 -1.6
1.1 -5.5 0.6
-1.0 -1.0 0.9
0.9 -0.2 1.5
0.1 -0.4 0.6
-0.5 1.6 0.5
0.3 3.0 -1.3

The calculation puts the energy relative to the best compared isomer or geometry (same formula, charge and spin) at 399.6 kJ/mol. For the electronic energy, the calculation gives -7286.4778 eV. The calculation puts the HOMO-LUMO gap at 8.606 eV. Its SMILES is C=CN.C=NC. The value obtained for the HOMO energy is -7.58 eV.